Entry 1:
# C12H30AlN2O4

C12H30AlN2O4 as an isolated structure at a distorted geometry (ωB97M-V/def2-TZVPD, OMol25).

CARTESIAN COORDINATES (ANGSTROEM)
Al (1.00, -0.72, 0.28)
C (-2.30, 0.36, 2.15)
O (-1.05, 0.96, 1.85)
C (-0.67, 2.06, 2.65)
C (0.82, 2.32, 3.03)
N (1.65, 1.87, 1.87)
C (1.58, 2.99, 0.93)
C (2.40, 2.82, -0.31)
O (1.92, 1.74, -1.08)
C (2.14, 1.93, -2.45)
H (-2.38, -0.50, 1.49)
H (-3.16, 1.02, 2.05)
H (-2.35, -0.09, 3.14)
H (-1.20, 2.19, 3.59)
H (-0.90, 2.90, 1.99)
H (1.18, 1.78, 3.90)
H (0.94, 3.33, 3.43)
H (2.53, 1.84, 2.36)
H (2.08, 3.81, 1.44)
H (0.64, 3.48, 0.64)
H (3.42, 2.58, -0.01)
H (2.56, 3.77, -0.81)
H (3.14, 2.32, -2.63)
H (1.36, 2.55, -2.91)
H (2.28, 0.98, -2.97)
C (2.83, -4.03, -0.77)
O (1.57, -3.38, -0.51)
C (0.45, -4.17, -1.07)
C (-0.99, -3.72, -0.72)
N (-1.11, -2.39, -1.07)
C (-2.49, -1.86, -0.87)
C (-2.70, -0.35, -1.22)
O (-1.71, 0.49, -0.63)
C (-2.00, 1.89, -0.92)
H (3.59, -3.50, -0.20)
H (3.18, -3.90, -1.80)
H (2.87, -5.09, -0.52)
H (0.50, -5.13, -0.57)
H (0.67, -4.38, -2.12)
H (-1.32, -3.99, 0.28)
H (-1.67, -4.25, -1.38)
H (-1.00, -2.60, -2.05)
H (-2.80, -1.99, 0.17)
H (-3.19, -2.51, -1.39)
H (-3.74, -0.15, -0.97)
H (-2.70, -0.20, -2.30)
H (-1.01, 2.24, -1.20)
H (-2.18, 2.51, -0.05)
H (-2.68, 2.17, -1.73)

Values from the calculation:
M in g/mol: 293.364
Net charge: +3
DFT total energy in eV: -30659.985
HOMO energy in eV: -19.449
Largest force on an atom in eV/A: 3.22
Kohn-Sham gap in eV: 3.867
Energy relative to the best compared isomer or geometry (same formula, charge and spin) in kJ/mol: 891.9

Atomic partial charges in e from the Löwdin method, atoms 1 to 4:
1 Al 1.445
2 C -0.033
3 O -0.215
4 C -0.140

Entry 2:
# C2H4N4OS

A 2-piece molecular cluster, C2H4N4OS overall at a distorted geometry (ωB97M-V/def2-TZVPD, OMol25).

CARTESIAN COORDINATES (ANGSTROEM)
C (0.56, -0.15, 0.14)
C (-0.70, 1.97, -0.77)
H (-0.78, -2.15, 1.34)
H (1.95, -1.45, 0.74)
H (-1.16, 2.67, -1.25)
H (-1.35, -0.98, -0.36)
N (1.12, -1.37, 0.18)
N (1.50, 0.78, 0.24)
N (-1.32, 0.88, -0.63)
N (-0.92, -0.14, 0.17)
O (0.24, -2.45, 0.33)
S (0.85, 2.40, -0.14)

Values from the calculation:
M in g/mol: 132.148
DFT total energy in eV: -20975.284
HOMO energy in eV: -8.078
Largest force on an atom in eV/A: 6.17
Kohn-Sham gap in eV: 7.308
Energy relative to the best compared isomer or geometry (same formula, charge and spin) in kJ/mol: 553.0

Atomic partial charges in e from the Löwdin method, atoms 1 to 4:
1 C -0.469
2 C -0.504
3 H 0.305
4 H 0.138

Entry 3:
# C11H16IN2O

A 2-piece molecular cluster, C11H16IN2O overall at a distorted geometry (ωB97M-V/def2-TZVPD, OMol25).

CARTESIAN COORDINATES (ANGSTROEM)
C (2.96, -1.39, -0.02)
C (2.05, 0.87, -0.30)
C (4.22, -0.93, 0.16)
C (3.32, 1.34, 0.01)
C (1.86, -0.60, -0.28)
C (4.40, 0.44, 0.24)
C (0.50, -1.04, -0.55)
C (-3.78, 1.50, 1.02)
C (-3.56, 0.11, -1.40)
C (-3.01, -1.85, -0.25)
C (-2.85, 0.14, 0.96)
N (5.61, 0.96, 0.59)
N (-3.07, -0.57, -0.23)
O (-0.42, -0.39, -0.91)
I (0.17, -3.17, -0.05)
H (2.80, -2.39, -0.13)
H (1.25, 1.52, -0.63)
H (5.09, -1.56, 0.40)
H (3.63, 2.43, 0.09)
H (-3.66, 2.05, 2.05)
H (-3.12, 2.12, 0.31)
H (-4.85, 1.40, 0.91)
H (-4.44, 0.68, -1.26)
H (-2.86, 0.86, -1.80)
H (-3.61, -0.60, -2.23)
H (-2.97, -2.28, -1.26)
H (-2.69, -2.18, 0.80)
H (-3.27, -0.39, 1.85)
H (-1.79, 0.32, 1.17)
H (6.51, 0.59, 0.36)
H (5.55, 2.00, 0.36)

Values from the calculation:
M in g/mol: 319.166
Net charge: +1
DFT total energy in eV: -24786.553
HOMO energy in eV: -11.180
Largest force on an atom in eV/A: 5.54
Kohn-Sham gap in eV: 7.065
Energy relative to the best compared isomer or geometry (same formula, charge and spin) in kJ/mol: 0.0

Atomic partial charges in e from the Löwdin method, atoms 1 to 4:
1 C -0.092
2 C 0.025
3 C -0.013
4 C -0.014

Entry 4:
# C22H20N4O2PdS

C22H20N4O2PdS as an isolated structure (ωB97M-V/def2-TZVPD, OMol25).

CARTESIAN COORDINATES (ANGSTROEM)
Pd (-0.83, 0.05, -0.03)
C (-0.35, 0.67, 4.17)
C (-0.90, -0.55, 4.71)
C (-1.40, -1.49, 3.88)
C (-1.36, -1.31, 2.44)
N (-0.95, -0.03, 1.96)
C (-0.42, 0.85, 2.81)
C (-1.65, -2.25, 1.50)
C (-2.18, -3.59, 1.72)
C (-2.45, -4.40, 0.67)
C (-2.23, -3.96, -0.68)
C (-1.74, -2.68, -0.85)
N (-1.45, -1.85, 0.15)
H (0.05, 1.45, 4.80)
H (-0.92, -0.71, 5.79)
H (-1.79, -2.42, 4.28)
H (-0.08, 1.77, 2.37)
H (-2.36, -3.92, 2.73)
H (-2.84, -5.39, 0.86)
H (-2.45, -4.58, -1.54)
H (-1.55, -2.27, -1.84)
O (-0.15, 0.57, -4.12)
C (-0.62, 0.76, -2.99)
O (-0.67, -0.13, -2.07)
C (-1.29, 2.11, -2.76)
C (-2.04, 2.60, -3.83)
C (-2.73, 3.80, -3.75)
C (-2.65, 4.54, -2.57)
C (-1.90, 4.07, -1.51)
C (-1.20, 2.85, -1.58)
S (-0.23, 2.36, -0.19)
H (-2.05, 2.01, -4.73)
H (-3.31, 4.15, -4.59)
H (-3.19, 5.48, -2.48)
H (-1.84, 4.64, -0.59)
C (5.14, 1.74, -0.47)
C (4.11, 0.68, -0.26)
C (4.21, -0.69, -0.14)
C (2.87, -1.15, 0.02)
N (2.04, -0.13, 0.02)
N (2.79, 0.96, -0.14)
C (2.34, -2.54, 0.18)
H (6.12, 1.29, -0.54)
H (5.15, 2.45, 0.36)
H (4.96, 2.30, -1.38)
H (5.11, -1.27, -0.18)
H (2.29, 1.83, -0.29)
H (3.15, -3.27, 0.14)
H (1.62, -2.76, -0.60)
H (1.82, -2.65, 1.13)

Values from the calculation:
M in g/mol: 510.915
Net charge: -2
DFT total energy in eV: -47510.190
HOMO energy in eV: 1.299
Largest force on an atom in eV/A: 0.39
Kohn-Sham gap in eV: 3.419
Energy relative to the best compared isomer or geometry (same formula, charge and spin) in kJ/mol: 0.0

Atomic partial charges in e from the Löwdin method, atoms 1 to 4:
1 Pd 0.786
2 C -0.163
3 C -0.172
4 C -0.086

Entry 5:
# C50H48Br2N7O3RbSTe

C50H48Br2N7O3RbSTe as an isolated structure at a distorted geometry (ωB97M-V/def2-TZVPD, OMol25).

CARTESIAN COORDINATES (ANGSTROEM)
Rb (-0.53, -0.65, -1.71)
N (1.40, -5.07, -2.70)
C (0.31, -4.22, -2.65)
N (0.25, -3.08, -3.22)
C (1.33, -2.62, -3.96)
N (1.34, -1.43, -4.51)
N (0.30, -0.63, -4.25)
C (0.25, 0.51, -4.87)
C (-0.78, 1.46, -4.57)
C (-0.77, 2.74, -5.16)
C (-1.74, 3.65, -4.82)
C (-2.72, 3.29, -3.91)
C (-2.67, 2.00, -3.39)
N (-1.76, 1.11, -3.71)
C (2.46, -3.50, -4.16)
C (3.55, -3.17, -4.98)
C (4.62, -4.03, -5.13)
C (4.65, -5.24, -4.45)
C (3.57, -5.60, -3.63)
C (2.49, -4.74, -3.50)
H (1.37, -5.96, -2.24)
H (-0.54, -4.58, -2.09)
H (0.99, 0.78, -5.63)
H (0.02, 2.99, -5.86)
H (-1.74, 4.64, -5.26)
H (-3.50, 3.97, -3.62)
H (-3.43, 1.67, -2.69)
H (3.51, -2.22, -5.50)
H (5.43, -3.76, -5.78)
H (5.49, -5.90, -4.56)
H (3.57, -6.54, -3.11)
Br (-3.14, -2.32, 3.61)
C (-3.79, -2.58, 1.83)
C (-4.80, -3.51, 1.66)
C (-5.24, -3.82, 0.40)
Br (-6.67, -5.08, 0.22)
C (-4.67, -3.23, -0.74)
C (-4.99, -3.56, -2.07)
C (-4.37, -2.91, -3.10)
C (-3.42, -1.92, -2.81)
N (-3.10, -1.60, -1.58)
C (-3.67, -2.22, -0.55)
C (-3.20, -1.85, 0.77)
O (-2.31, -0.95, 0.94)
H (-5.22, -3.98, 2.53)
H (-5.71, -4.35, -2.25)
H (-4.60, -3.16, -4.13)
H (-2.92, -1.37, -3.60)
C (-0.39, -0.21, 7.70)
C (-0.49, -0.09, 6.21)
C (0.54, -0.53, 5.39)
C (0.48, -0.40, 4.01)
C (1.57, -0.94, 3.15)
C (-0.62, 0.24, 3.43)
Te (-0.46, 0.61, 1.35)
N (-1.64, 2.20, 1.32)
C (-1.30, 2.76, 0.18)
O (-0.50, 2.21, -0.63)
C (-1.78, 4.15, -0.02)
C (-2.86, 4.65, 0.70)
C (-3.19, 5.99, 0.62)
C (-2.45, 6.84, -0.19)
C (-1.39, 6.34, -0.93)
C (-1.05, 5.00, -0.84)
C (1.30, 1.85, 1.62)
C (2.31, 1.63, 0.68)
C (2.17, 0.55, -0.34)
C (3.45, 2.43, 0.68)
C (3.60, 3.47, 1.58)
C (4.81, 4.36, 1.56)
C (2.58, 3.68, 2.51)
C (1.44, 2.89, 2.53)
C (0.37, 3.19, 3.54)
C (-1.71, 0.60, 4.23)
C (-2.96, 1.11, 3.60)
C (-1.62, 0.45, 5.61)
H (0.46, -0.84, 7.97)
H (-1.30, -0.63, 8.12)
H (-0.23, 0.78, 8.14)
H (1.41, -0.99, 5.84)
H (2.24, -1.57, 3.73)
H (2.15, -0.12, 2.72)
H (1.15, -1.54, 2.34)
H (-3.43, 3.98, 1.33)
H (-4.01, 6.38, 1.20)
H (-2.71, 7.89, -0.25)
H (-0.82, 7.00, -1.56)
H (-0.21, 4.60, -1.39)
H (1.29, 0.74, -0.95)
H (2.04, -0.43, 0.13)
H (3.04, 0.51, -1.01)
H (4.21, 2.26, -0.07)
H (5.60, 3.93, 0.95)
H (5.19, 4.52, 2.57)
H (4.54, 5.33, 1.15)
H (2.68, 4.49, 3.22)
H (0.34, 4.26, 3.75)
H (0.57, 2.67, 4.48)
H (-0.59, 2.87, 3.16)
H (-3.07, 0.67, 2.61)
H (-2.92, 2.19, 3.48)
H (-3.82, 0.86, 4.21)
H (-2.46, 0.76, 6.22)
C (3.18, -3.98, 1.51)
S (2.43, -3.63, -0.15)
C (3.93, -2.80, -0.83)
O (1.45, -2.57, 0.08)
H (4.00, -4.67, 1.35)
H (2.42, -4.45, 2.13)
H (3.52, -3.07, 1.99)
H (4.70, -3.55, -0.99)
H (4.28, -2.03, -0.14)
H (3.65, -2.36, -1.78)

Values from the calculation:
M in g/mol: 1199.923
Net charge: -1
<S²>: 0.82
DFT total energy in eV: -228072.175
Spin multiplicity: 2
HOMO energy (spin up / spin down) in eV: -2.146 / -4.678
Largest force on an atom in eV/A: 2.21
Kohn-Sham gap (spin up / spin down) in eV: 3.924 / 6.457

Atomic partial charges in e from the Löwdin method, atoms 1 to 4:
1 Rb 0.889
2 N 0.059
3 C -0.212
4 N 0.066